Entry 1:
Below is a structure of composition C32H67BBr22O3S in a non-equilibrium geometry, with properties calculated with ωB97M-V/def2-TZVPD.

CARTESIAN COORDINATES (ANGSTROEM)
C1 -3.904 0.431 1.113
C2 -4.636 -0.131 -0.112
O1 -5.563 -1.133 0.281
C3 -5.275 -2.420 -0.280
C4 -3.962 -2.938 0.336
O2 -3.924 -4.357 0.390
C5 -2.909 -4.719 1.325
C6 -2.387 -6.158 1.124
O3 -0.992 -6.118 0.871
C7 -0.704 -5.949 -0.520
B1 0.911 -6.043 -0.612
C8 1.837 -4.692 -0.628
S1 2.783 -4.614 0.944
C9 2.211 -3.165 1.884
C10 3.499 -2.487 2.420
H1 -3.236 -0.304 1.566
H2 -3.288 1.279 0.783
H3 -4.622 0.793 1.852
H4 -3.910 -0.476 -0.861
H5 -5.216 0.667 -0.602
H6 -6.106 -3.086 -0.045
H7 -5.166 -2.276 -1.363
H8 -3.777 -2.503 1.325
H9 -3.138 -2.581 -0.310
H10 -2.055 -4.040 1.177
H11 -3.243 -4.586 2.366
H12 -2.497 -6.671 2.087
H13 -2.955 -6.725 0.377
H14 -1.005 -4.947 -0.880
H15 -1.202 -6.714 -1.132
H16 1.368 -7.140 -0.595
H17 1.277 -3.779 -0.843
H18 2.579 -4.805 -1.399
H19 1.619 -3.450 2.759
H20 1.655 -2.449 1.273
H21 4.105 -3.272 2.886
H22 3.279 -1.668 3.106
H23 4.059 -2.159 1.540
Br1 4.156 -5.908 -4.689
C11 2.338 -6.386 -5.204
C12 1.373 -5.298 -4.818
Br2 1.065 -5.318 -2.884
H24 2.120 -7.339 -4.731
H25 2.360 -6.518 -6.284
H26 0.403 -5.458 -5.287
H27 1.727 -4.300 -5.060
Br3 5.990 0.150 1.889
C13 7.535 -0.896 1.336
C14 7.573 -1.028 -0.165
Br4 6.270 -2.322 -0.813
H28 7.478 -1.848 1.855
H29 8.402 -0.345 1.693
H30 8.540 -1.410 -0.494
H31 7.362 -0.091 -0.673
Br5 -1.186 3.976 -1.387
C15 -2.962 3.464 -2.000
C16 -3.978 4.534 -1.710
Br6 -4.480 4.545 0.171
H32 -3.197 2.517 -1.528
H33 -2.859 3.316 -3.074
H34 -4.903 4.338 -2.251
H35 -3.627 5.534 -1.950
Br7 -7.633 9.186 -1.347
C17 -6.063 8.137 -1.812
C18 -5.932 7.976 -3.304
Br8 -7.189 6.658 -3.992
H36 -6.148 7.191 -1.284
H37 -5.219 8.696 -1.412
H38 -4.946 7.591 -3.561
H39 -6.110 8.898 -3.849
Br9 -5.473 11.073 1.808
C19 -7.406 11.209 1.993
C20 -7.822 12.581 2.451
Br10 -7.485 12.834 4.352
H40 -7.715 10.421 2.673
H41 -7.800 11.002 1.000
H42 -8.896 12.710 2.332
H43 -7.304 13.380 1.930
Br11 2.879 3.019 1.385
C21 2.866 4.045 -0.269
C22 2.635 3.167 -1.471
Br12 4.239 2.166 -1.936
H44 3.811 4.579 -0.313
H45 2.052 4.759 -0.154
H46 2.411 3.773 -2.347
H47 1.841 2.440 -1.325
Br13 9.113 -4.223 -1.850
C23 8.700 -4.127 -3.753
C24 7.677 -5.157 -4.150
Br14 8.463 -6.934 -4.270
H48 9.640 -4.232 -4.286
H49 8.308 -3.123 -3.907
H50 7.292 -4.948 -5.147
H51 6.848 -5.225 -3.451
Br15 8.442 -7.953 -0.199
C25 9.758 -7.197 1.017
C26 9.103 -6.387 2.105
Br16 8.511 -4.657 1.440
H52 10.450 -6.616 0.413
H53 10.280 -8.053 1.442
H54 9.817 -6.162 2.896
H55 8.233 -6.876 2.534
Br17 -10.356 9.551 4.671
C27 -8.894 9.814 5.931
C28 -9.270 9.359 7.316
Br18 -10.442 10.642 8.194
H56 -8.623 10.864 5.883
H57 -8.073 9.213 5.543
H58 -8.386 9.300 7.949
H59 -9.785 8.404 7.325
Br19 8.998 -0.914 4.573
C29 10.867 -1.269 4.169
C30 11.651 0.008 4.026
Br20 11.295 0.871 2.317
H60 10.886 -1.882 3.272
H61 11.236 -1.852 5.011
H62 12.719 -0.199 4.025
H63 11.424 0.734 4.800
Br21 -8.073 -1.371 -2.270
C31 -8.455 -2.195 -3.990
C32 -7.390 -3.191 -4.367
Br22 -5.771 -2.305 -4.987
H64 -8.561 -1.391 -4.711
H65 -9.414 -2.693 -3.863
H66 -7.720 -3.803 -5.205
H67 -7.101 -3.835 -3.542

Summary:
Orbital gap (Ha): 0.285
Calculated total energy (eV): -1592857.2340


Entry 2:
Below is a structure of composition C32H67BBr2ClF4MgN4O15PS in a non-equilibrium geometry, with properties calculated with ωB97M-V/def2-TZVPD.

CARTESIAN COORDINATES (ANGSTROEM)
C1 1.180 4.953 -0.669
C2 1.221 4.276 0.704
C3 2.025 2.990 0.757
C4 1.458 1.917 -0.173
N1 0.172 1.426 0.345
C5 -0.199 0.069 -0.039
C6 0.661 -0.887 0.786
B1 1.229 -0.267 2.138
O1 0.484 -0.048 3.272
O2 2.580 0.010 2.183
C7 0.044 -0.061 -1.563
S1 -0.768 1.343 -2.423
C8 -0.474 -1.417 -2.197
N2 -0.953 -1.300 -3.574
C9 0.782 -2.364 -2.266
P1 2.073 -1.896 -3.413
O3 3.402 -2.124 -2.833
O4 1.936 -2.777 -4.729
O5 1.960 -0.348 -3.884
C10 -1.477 -2.196 -1.288
N3 -2.139 -3.313 -1.883
C11 -3.186 -3.249 -2.883
C12 -3.068 -4.449 -3.862
C13 -2.838 -4.027 -5.320
C14 -2.333 -1.369 -0.264
C15 -2.546 -2.410 0.889
C16 -3.872 -2.430 1.626
O6 -4.943 -2.804 1.216
Br1 -3.675 -1.840 3.549
C17 -3.745 -0.963 -0.731
C18 -3.869 -0.144 -2.014
C19 -5.221 -0.464 -2.685
O7 -3.898 1.273 -1.735
N4 -1.670 -0.090 0.225
C20 -2.062 0.329 1.608
H1 1.445 4.307 -1.504
H2 0.197 5.356 -0.895
H3 1.861 5.794 -0.708
H4 1.695 4.969 1.388
H5 0.210 4.130 1.096
H6 2.174 2.627 1.772
H7 3.116 3.188 0.323
H8 2.177 1.100 -0.171
H9 1.422 2.368 -1.161
H10 -0.547 2.115 0.149
H11 1.519 -1.149 0.174
H12 0.179 -1.834 1.032
H13 0.799 -0.535 4.041
H14 2.743 0.954 2.301
H15 1.103 -0.068 -1.764
H16 -0.176 1.344 -3.625
H17 -0.311 -0.801 -4.179
H18 -0.975 -2.244 -3.946
H19 1.243 -2.539 -1.298
H20 0.391 -3.333 -2.580
H21 2.848 -2.885 -5.040
H22 2.721 0.192 -3.557
H23 -0.778 -2.691 -0.615
H24 -1.668 -4.189 -1.780
H25 -3.238 -2.359 -3.494
H26 -4.163 -3.375 -2.410
H27 -4.004 -5.000 -3.844
H28 -2.298 -5.150 -3.546
H29 -3.765 -3.921 -5.870
H30 -2.289 -4.822 -5.823
H31 -2.232 -3.130 -5.422
H32 -1.765 -2.337 1.640
H33 -2.416 -3.416 0.503
H34 -4.296 -1.878 -0.899
H35 -4.315 -0.428 0.030
H36 -3.074 -0.295 -2.739
H37 -5.652 0.436 -3.103
H38 -5.912 -0.794 -1.908
H39 -5.144 -1.262 -3.415
H40 -4.103 1.409 -0.806
H41 -2.104 0.671 -0.316
H42 -3.135 0.229 1.710
H43 -1.853 1.376 1.781
H44 -1.615 -0.291 2.370
C21 3.485 -2.703 3.576
C22 2.980 -3.943 4.282
O8 3.620 -4.109 5.557
C23 3.131 -3.363 6.540
O9 2.229 -2.584 6.450
C24 3.873 -3.675 7.850
F1 5.196 -3.719 7.662
F2 3.486 -4.863 8.330
F3 3.620 -2.755 8.771
H45 4.571 -2.730 3.483
H46 3.051 -2.629 2.579
H47 3.233 -1.801 4.129
H48 3.223 -4.833 3.705
H49 1.897 -3.922 4.406
C25 6.828 -0.284 -0.125
C26 6.309 -0.043 -1.518
C27 6.929 1.137 -2.228
O10 5.856 1.545 -3.105
C28 4.721 1.162 -2.531
O11 3.618 1.520 -2.901
O12 4.917 0.349 -1.503
H50 6.330 -1.143 0.322
H51 7.902 -0.471 -0.140
H52 6.624 0.573 0.518
H53 6.390 -0.954 -2.115
H54 7.815 0.876 -2.799
H55 7.163 1.968 -1.561
C29 -2.127 1.254 5.741
O13 -1.755 1.807 4.469
H56 -2.617 2.020 6.327
H57 -2.815 0.418 5.604
H58 -1.232 0.912 6.270
H59 -1.316 1.107 3.978
Cl1 4.330 4.617 0.596
Mg1 3.017 0.961 -5.331
O14 -4.243 1.981 8.050
H60 -5.194 1.667 8.033
H61 -4.249 2.722 8.675
F4 -5.708 -3.581 3.537
C30 -2.266 7.951 -3.947
C31 -1.764 6.696 -3.273
O15 -0.584 6.469 -3.156
C32 -2.807 5.734 -2.751
H62 -1.418 8.548 -4.272
H63 -2.871 7.692 -4.817
H64 -2.865 8.537 -3.248
H65 -3.435 5.381 -3.570
H66 -3.428 6.226 -2.002
H67 -2.312 4.879 -2.293
Br2 -5.621 0.211 6.983

Summary:
Orbital gap (Ha): 0.040
Calculated total energy (eV): -260659.5567


E_LUMO: 0.0; -5.6 (eV)